(1)
86
Properties=species:S:1:pos:R:3:lowdin_spin:R:1 method="wB97M-V/def2-TZVPD" spin_multiplicity=2 energy_ev=-56628.438 total_charge=+2 e_homo_ha="-0.433 / -0.453"
Re 0.1012 -0.1102 -0.3473 0.762
C 2.4646 0.2096 3.3689 0.000
C 1.9202 0.3304 2.0828 0.008
N 0.6262 0.2979 1.8075 0.007
C -0.2338 0.2705 2.8870 0.006
C 0.2289 0.0455 4.1998 0.000
C 1.6235 0.0002 4.4228 0.007
C -0.6997 -0.0699 5.2650 0.001
C -2.0365 0.0902 5.0509 -0.001
C -2.5010 0.4291 3.7622 0.001
C -1.6220 0.5231 2.7286 0.000
N -2.0097 0.9842 1.4046 -0.006
C -3.2197 0.4433 0.8438 -0.001
C -4.4232 1.0757 0.9524 0.002
C -5.5958 0.4470 0.4867 -0.003
C -5.5299 -0.8206 -0.0137 0.002
C -4.2896 -1.4957 -0.1195 0.000
C -4.2054 -2.8423 -0.5405 0.016
C -2.9882 -3.4549 -0.5548 -0.002
C -1.8458 -2.6933 -0.2631 0.019
N -1.8523 -1.4148 0.0692 0.009
C -3.0950 -0.8376 0.2433 0.009
H 3.5377 0.2420 3.4916 0.000
H 2.5762 0.4221 1.2268 0.000
H 2.0011 -0.1671 5.4235 0.000
H -0.3212 -0.2718 6.2588 0.000
H -2.7398 0.0089 5.8672 0.000
H -3.5518 0.6326 3.6002 0.000
H -4.4901 2.0488 1.4236 0.000
H -6.5440 0.9588 0.5706 0.000
H -6.4296 -1.3374 -0.3220 0.000
H -5.1077 -3.3741 -0.8151 0.001
H -2.8760 -4.4958 -0.8222 0.000
H -0.8759 -3.1589 -0.3523 0.001
C -0.6076 -1.7390 -2.9928 0.003
N 0.0073 -0.4682 -2.5595 -0.001
C -0.6987 0.5951 -3.3267 0.002
C 1.4317 -0.3590 -2.9369 0.013
C 1.9629 -1.0162 -4.0317 -0.001
C 3.2531 -0.7236 -4.4573 0.014
C 3.9712 0.2634 -3.8074 -0.002
C 3.4508 0.9140 -2.6959 0.012
C 2.1869 0.5846 -2.2090 0.003
N 1.5697 1.0530 -1.0405 0.086
C 1.7468 2.3085 -0.4392 0.007
C 2.9721 2.9396 -0.2128 0.008
C 3.0397 4.1660 0.4328 -0.001
C 1.8902 4.7895 0.8866 0.006
C 0.6675 4.1603 0.7042 -0.001
C 0.5970 2.9295 0.0745 0.007
N -0.6996 2.2674 -0.1362 -0.001
C -1.3797 2.9671 -1.2621 0.000
C -1.5829 2.3581 1.0581 0.000
H -0.6056 -1.8251 -4.0804 0.000
H -1.6452 -1.7428 -2.6676 0.000
H -0.0800 -2.5868 -2.5693 0.000
H -0.6837 0.3565 -4.3921 0.000
H -0.1830 1.5348 -3.1786 0.000
H -1.7306 0.6647 -2.9841 0.001
H 1.3782 -1.7414 -4.5804 0.000
H 3.6733 -1.2401 -5.3086 0.001
H 4.9617 0.5275 -4.1530 0.000
H 4.0519 1.6638 -2.2114 0.001
H 3.8896 2.4534 -0.5018 0.000
H 4.0045 4.6293 0.5895 0.000
H 1.9396 5.7480 1.3835 0.000
H -0.2365 4.6484 1.0507 0.000
H -1.6406 3.9858 -0.9644 0.000
H -2.2816 2.4275 -1.5481 0.000
H -0.7018 3.0373 -2.1028 0.000
H -1.0444 2.7565 1.9121 0.000
H -1.1527 0.4790 0.7870 0.001
H -2.4561 2.9736 0.8549 0.000
C 1.5193 -3.2604 1.7098 0.004
Sb 1.6822 -2.2576 -0.1612 0.005
C 3.7568 -1.8211 -0.2212 0.002
C 1.7299 -3.9615 -1.4373 -0.003
H 2.2874 -4.0277 1.7889 0.000
H 0.5393 -3.7306 1.7901 0.000
H 1.6335 -2.5520 2.5291 0.000
H 4.3090 -2.7585 -0.1776 0.000
H 4.0521 -1.2018 0.6238 0.000
H 3.9879 -1.3036 -1.1502 0.000
H 2.4519 -4.6642 -1.0241 0.000
H 2.0567 -3.6577 -2.4309 0.000
H 0.7634 -4.4587 -1.5095 0.000

(2)
104
Properties=species:S:1:pos:R:3:lowdin_charge:R:1 method="wB97M-V/def2-TZVPD" spin_multiplicity=1 energy_ev=-197935.630 total_charge=+1 e_homo_ha=-0.373
Pb 0.1264 -0.4345 0.2001 1.360
N -4.3351 -2.5441 -1.3819 0.153
C -3.5453 -2.6688 -0.0757 -0.472
C -4.2949 -3.5045 0.9509 -0.078
P -3.2265 -0.9276 0.4810 0.254
O -4.7474 -0.3398 0.3881 -0.148
O -2.7424 -0.8822 1.8812 -0.311
O -2.4446 -0.3256 -0.6468 -0.408
P -1.9179 -3.4013 -0.6738 0.373
O -2.0341 -4.8875 -0.0570 -0.133
O -2.1454 -3.4165 -2.1659 -0.299
O -0.6688 -2.7753 -0.1247 -0.431
H -5.1990 -3.0721 -1.3596 0.153
H -3.5887 -2.9376 -2.0946 0.090
H -4.5443 -1.5713 -1.5921 0.126
H -5.2774 -3.0702 1.1530 0.087
H -3.7379 -3.5159 1.8878 0.085
H -4.4109 -4.5372 0.6197 0.082
H -5.0775 -0.1834 1.2873 0.081
H -1.1763 -5.3399 -0.0709 0.091
O 0.8085 2.0950 -3.9249 -0.264
S 0.0321 1.0794 -3.2684 0.733
O -1.0535 1.6649 -2.3591 -0.227
N 0.8178 0.1356 -2.3138 -0.185
C 1.9023 -0.6133 -2.8590 -0.242
C 2.3651 -0.5213 -4.1635 -0.024
C 3.4776 -1.2405 -4.6325 -0.061
C 4.1469 -2.0941 -3.8155 -0.039
C 3.6885 -2.2758 -2.4933 -0.148
C 4.3256 -3.2010 -1.6352 0.002
C 3.8321 -3.4163 -0.3892 -0.028
C 2.7087 -2.6797 0.0168 -0.126
N 2.1154 -1.7715 -0.7196 0.011
C 2.5680 -1.5551 -1.9979 -0.156
C -0.9708 0.2287 -4.4268 -0.266
C -1.8932 -0.6990 -3.9609 -0.035
C -2.6593 -1.3701 -4.8988 -0.053
C -2.4940 -1.1183 -6.2561 -0.053
C -1.5753 -0.1752 -6.6966 -0.057
C -0.8017 0.5114 -5.7760 -0.051
H 1.8821 0.1434 -4.8585 0.087
H 3.7952 -1.1041 -5.6598 0.115
H 5.0114 -2.6502 -4.1584 0.118
H 5.1901 -3.7429 -2.0024 0.125
H 4.2844 -4.1249 0.2928 0.114
H 2.2808 -2.8591 0.9922 0.090
H -1.9991 -0.8743 -2.8943 0.084
H -3.3893 -2.1029 -4.5791 0.104
H -3.0933 -1.6620 -6.9763 0.113
H -1.4642 0.0301 -7.7536 0.113
H -0.0923 1.2691 -6.0878 0.117
C 1.7887 4.3520 0.6812 -0.008
N 2.5085 3.6153 -0.3507 -0.103
C 2.9962 4.1572 -1.5356 -0.045
C 3.5901 3.1622 -2.2141 -0.050
N 3.4709 2.0283 -1.4294 0.094
C 2.8126 2.2989 -0.2858 -0.774
S 2.4750 1.2346 0.9935 0.564
H 1.1563 5.1006 0.2065 0.087
H 2.4869 4.8373 1.3608 0.102
H 1.1709 3.6530 1.2407 0.057
H 2.8568 5.1941 -1.7924 0.132
H 4.0734 3.1552 -3.1762 0.129
H 3.7859 1.1042 -1.6740 0.146
C -4.1672 4.8716 2.5975 -0.086
C -4.2877 3.4032 2.1648 -0.234
C -3.0126 2.6571 2.4066 -0.605
N -2.1378 2.4121 1.4963 -0.024
N -0.9820 1.8107 1.9553 -0.028
C -1.0050 1.6466 3.2488 -0.701
N 0.0288 1.1448 3.9725 0.114
S -2.4787 2.1765 3.9970 1.111
H -5.0733 5.4239 2.3452 0.081
H -3.3188 5.3450 2.1003 0.060
H -4.0124 4.9468 3.6756 0.073
H -4.4956 3.3397 1.0967 0.115
H -5.1128 2.9290 2.6993 0.110
H 0.9162 1.0732 3.5045 0.057
H 0.0142 1.2128 4.9720 0.097
Br 1.4701 -4.5505 6.1455 0.795
C 1.1376 -3.4131 4.6843 -0.687
C -0.1076 -3.3934 4.0870 -0.080
C -0.3092 -2.5319 3.0183 -0.118
N 0.6451 -1.7271 2.5443 -0.021
C 1.8403 -1.7539 3.1498 -0.175
C 2.1395 -2.5791 4.2151 -0.098
H -0.9068 -4.0313 4.4392 0.110
H -1.2773 -2.4588 2.5421 0.079
H 2.5987 -1.0799 2.7567 0.084
H 3.1237 -2.5780 4.6641 0.110
F -1.4686 8.0201 -1.6028 0.074
C -1.2916 6.6930 -1.5293 -0.282
C -0.4120 6.0876 -2.4058 0.005
C -0.2239 4.7162 -2.3218 -0.034
C -0.9110 3.9626 -1.3707 -0.190
C -0.7070 2.4876 -1.1837 -0.146
C -1.7925 4.6064 -0.5088 -0.014
C -1.9883 5.9791 -0.5781 0.011
H 0.1114 6.6857 -3.1414 0.124
H 0.4552 4.2283 -3.0070 0.096
H 0.3244 2.2501 -0.9043 0.071
H -1.3569 2.1163 -0.4029 0.059
H -2.3229 4.0263 0.2406 0.076
H -2.6773 6.4903 0.0816 0.114

The maximum force results, record by record, are as follows: 0.013; 0.020 hartree/bohr.
The molar mass results, record by record, are as follows: 877.74; 1205.05 g/mol.
The ΔE to the lowest compared entry with this formula, charge and spin results, record by record, are as follows: 1.7309; 0.6963 eV.